1.
ORCA calculation (wB97M-V/def2-TZVPD) on C12H15N3O3S in the gas phase at a distorted geometry.

For the gap between HOMO and LUMO, the calculation gives 6.70 eV. The energy above the lowest of the compared OMol25 structures with the same formula, charge and spin is 15.446 eV. Its SMILES is CCN(CC)C(=O)CSc1nnc(-c2ccco2)o1. Its highest occupied orbital energy is -7.36 eV. For the strongest force on any atom, the calculation gives 17.9 eV/Å. The net charge is 0. The total energy comes out at -1253.96283 Ha.

CARTESIAN COORDINATES (ANGSTROEM)
C1 3.8856 0.0408 2.1942
H1 4.0124 -0.9322 1.6855
H2 3.8307 0.6690 1.1867
C2 2.7589 0.1756 3.0645
N1 1.6343 -0.0039 2.3517
C3 1.0869 -1.4195 2.5880
O1 1.5817 -2.2587 3.3337
C4 -0.0277 -1.8582 1.6783
H3 -0.4091 -2.8024 2.1428
H4 -0.9383 -1.0533 1.6828
S1 0.3228 -2.4384 -0.0034
C5 -0.6629 -1.2488 -0.7976
N2 -1.5361 -0.0612 -0.3253
N3 -2.2748 0.2334 -1.3165
C6 -1.7373 -0.1935 -2.4518
C7 -2.3523 0.0752 -3.5962
C8 -3.2744 1.1703 -4.1196
C9 -3.2857 0.9388 -5.4686
C10 -2.3348 -0.1635 -6.0167
O2 -1.8491 -0.6662 -4.7079
H5 -1.9636 -0.4831 -6.8229
H6 -3.8809 1.3453 -6.0685
H7 -3.7614 1.5665 -3.5083
O3 -1.0304 -1.3064 -2.0314
C11 1.0908 0.7614 1.5900
C12 -0.1596 1.5698 2.5834
H8 -0.6534 2.5633 2.1479
H9 0.4153 1.8578 3.4469
H10 -0.9449 0.8916 3.1485
H11 0.2470 0.5273 0.8758
H12 1.6713 1.4847 1.3427
H13 3.0093 -0.5273 3.9078
H14 2.6365 1.0981 3.5060
H15 4.8934 0.4476 2.7776



2.
ORCA calculation (wB97M-V/def2-TZVPD) on 2 unconnected molecules or ions with the total composition C12H15N4O7 at a distorted geometry.

For the gap between HOMO and LUMO, the calculation gives 6.42 eV. The energy above the lowest of the compared OMol25 structures with the same formula, charge and spin is 0.000 eV. Its highest occupied orbital energy is -4.59 eV. For the strongest force on any atom, the calculation gives 2.5 eV/Å. The net charge is -1. The total energy comes out at -1212.13862 Ha.

CARTESIAN COORDINATES (ANGSTROEM)
O1 3.4974 0.6948 -1.2435
O2 -0.4335 1.4772 -1.6539
O3 0.2852 4.7090 -4.5917
O4 -1.0828 -2.6922 3.1832
O5 0.6457 -2.1403 -1.2035
O6 -2.9619 0.2681 1.3496
O7 -1.0631 -3.0609 -2.2554
C1 2.2926 0.7191 -1.4911
C2 0.3616 2.0481 -2.3691
C3 0.7156 3.8109 -3.8973
C4 -0.1178 -2.6815 2.4322
C5 -0.5872 -2.3437 -1.3489
C6 -1.8577 -0.1197 1.7222
C7 1.7842 1.7991 -2.3228
C8 2.6249 2.5827 -3.0812
N1 -0.1260 3.0464 -3.1557
N2 2.0694 3.6085 -3.8473
N3 -1.4142 0.1650 2.9533
N4 0.0795 -1.7972 1.4577
C9 0.9745 -3.7071 2.6102
C10 -2.1694 0.9049 3.9592
C11 -1.5830 -1.6879 -0.3652
C12 -0.9117 -0.9259 0.7988
H1 1.6222 0.0344 -0.9847
H2 3.7001 2.3955 -3.0660
H3 -1.1233 3.1916 -3.2020
H4 2.6334 4.1708 -4.4739
H5 -0.5589 -0.2925 3.2270
H6 0.8732 -1.9852 0.8538
H7 1.0715 -4.2750 1.6858
H8 1.9107 -3.2003 2.8312
H9 0.7049 -4.3740 3.4266
H10 -2.5438 1.8334 3.5248
H11 -3.0184 0.3011 4.2839
H12 -1.5336 1.1298 4.8147
H13 -2.2275 -2.4634 0.0527
H14 -2.2094 -0.9931 -0.9267
H15 -0.3232 -0.1503 0.3132



3.
ORCA calculation (wB97M-V/def2-TZVPD) on C12H15N5O4 in the gas phase at a distorted geometry.

For the gap between HOMO and LUMO, the calculation gives 8.35 eV. The energy above the lowest of the compared OMol25 structures with the same formula, charge and spin is 2.274 eV. Its SMILES is Cc1cn2c(=O)c3ncn(COC(CO)CO)c3nc2[nH]1. Its highest occupied orbital energy is -7.87 eV. For the strongest force on any atom, the calculation gives 4.3 eV/Å. The net charge is 0. The total energy comes out at -1041.00378 Ha.

CARTESIAN COORDINATES (ANGSTROEM)
O1 -3.7507 0.2493 1.9632
N1 -0.1489 -1.1020 0.7638
N2 -2.6092 0.9211 -0.9084
O2 2.0740 2.4431 -0.3473
O3 2.9843 1.2789 -4.4542
O4 1.6527 0.3559 -2.2390
C1 -2.7047 -0.2245 1.5290
C2 -0.6785 -1.4433 1.9023
C3 -1.6862 0.8569 -1.8175
C4 -2.1543 0.1906 0.1950
C5 -2.1802 -1.5282 3.6157
C6 -0.9133 -0.3350 -0.1148
C7 -1.0757 -2.2384 4.0475
N3 -0.2076 -2.2419 2.9562
N4 -1.9442 -1.0645 2.3205
N5 -0.6133 0.0835 -1.3912
C8 -0.8693 -2.8939 5.4159
C9 0.4788 -0.4533 -2.2436
C10 2.4606 2.5803 -1.7141
C11 1.7735 1.9638 -4.0673
C12 1.5193 1.7764 -2.5727
H1 2.1986 1.5541 -0.0318
H2 2.9851 0.4150 -4.0524
H3 -1.7839 1.3814 -2.7570
H4 -3.0746 -1.3243 4.2472
H5 0.7023 -2.6831 2.9808
H6 -0.2982 -2.2043 6.0224
H7 -0.2930 -3.8097 5.3242
H8 -1.8212 -3.1350 5.9357
H9 0.7200 -1.4567 -1.8572
H10 0.1160 -0.5834 -3.2647
H11 2.3571 3.6231 -1.9945
H12 3.4805 2.2726 -1.9102
H13 0.9375 1.5889 -4.6423
H14 1.8263 3.0130 -4.3970
H15 0.5401 2.1737 -2.4420



4.
ORCA calculation (wB97M-V/def2-TZVPD) on C12H15N5S in the gas phase at a distorted geometry.

For the gap between HOMO and LUMO, the calculation gives 8.54 eV. The energy above the lowest of the compared OMol25 structures with the same formula, charge and spin is 1.100 eV. Its SMILES is NC(N)=Nc1ccc(CCc2csc(N)n2)cc1. Its highest occupied orbital energy is -7.81 eV. For the strongest force on any atom, the calculation gives 4.0 eV/Å. The net charge is 0. The total energy comes out at -1138.25578 Ha.

CARTESIAN COORDINATES (ANGSTROEM)
N1 4.1839 0.0744 -1.3316
N2 -4.3045 -0.2478 -0.0404
S1 5.8306 1.8585 -0.5520
C1 5.4575 0.3530 -1.2761
C2 -4.8778 -0.7050 1.0033
C3 4.1212 2.1690 -0.3711
C4 3.4375 1.1050 -0.8296
C5 -2.2188 -0.8962 -0.9153
C6 -2.2185 0.6657 0.9218
C7 -0.8003 -0.8951 -0.8892
C8 -0.8294 0.6392 1.0028
C9 -2.9241 -0.1027 -0.0109
C10 -0.1018 -0.0815 0.0402
N3 6.3527 -0.6419 -1.5538
N4 -4.3243 -1.1497 2.1411
N5 -6.1683 -0.9352 0.9583
C11 1.9415 1.0520 -0.8254
C12 1.4068 -0.1115 0.0509
H1 3.6388 3.0321 0.0568
H2 -2.8030 -1.4962 -1.6308
H3 -2.7251 1.3055 1.6654
H4 -0.2396 -1.5456 -1.5624
H5 -0.3322 1.2514 1.7708
H6 5.9228 -1.5644 -1.6144
H7 7.2532 -0.5747 -1.0968
H8 -3.3370 -1.4299 2.0416
H9 -4.9080 -1.7701 2.6623
H10 -6.7181 -0.5145 1.7050
H11 -6.4521 -0.6867 0.0362
H12 1.6428 0.8638 -1.8633
H13 1.5602 1.9851 -0.4546
H14 1.7852 -1.0414 -0.3309
H15 1.7481 0.0356 1.0922



5.
ORCA calculation (wB97M-V/def2-TZVPD) on C12H15NO in the gas phase at a distorted geometry.

For the gap between HOMO and LUMO, the calculation gives 9.24 eV. The energy above the lowest of the compared OMol25 structures with the same formula, charge and spin is 5.389 eV. Its SMILES is C=C=C(CN)Cc1ccc(OC)cc1. Its highest occupied orbital energy is -8.41 eV. For the strongest force on any atom, the calculation gives 5.3 eV/Å. The net charge is 0. The total energy comes out at -596.08958 Ha.

CARTESIAN COORDINATES (ANGSTROEM)
C1 2.3145 -4.2684 0.1101
C2 1.3364 -2.1490 0.8343
C3 1.0584 -1.7105 -0.5482
C4 0.7906 -0.3424 -0.8308
C5 0.6607 0.4854 0.3220
C6 0.1605 1.9337 0.0561
C7 -1.2201 1.8915 -0.5509
C8 -2.4182 1.1206 -0.1316
C9 -1.4037 2.6899 -1.5470
C10 -1.6118 3.3738 -2.5530
C11 0.9084 0.0970 1.6164
C12 1.3461 -1.2201 1.8485
H1 1.4770 -4.6894 -0.4388
H2 2.9744 -4.9784 0.5418
H3 3.0471 -3.5221 -0.4892
H4 0.9965 -2.6611 -1.2294
H5 0.5051 -0.0234 -1.8002
H6 0.9208 2.4743 -0.5160
H7 0.0850 2.5934 0.9973
H8 -2.2822 0.0831 -0.3823
H9 -3.3311 1.5107 -0.5772
H10 -2.6234 2.2006 1.8060
H11 -2.2025 0.5927 1.9234
H12 -1.3307 3.1300 -3.5941
H13 -1.8596 4.3456 -2.4855
H14 0.9047 1.0016 2.2740
H15 1.8147 -1.7095 2.7658
N1 -2.8005 1.1708 1.3461
O1 1.7829 -3.4203 1.2322



6.
ORCA calculation (wB97M-V/def2-TZVPD) on a molecular structure, C12H16AuBrN4O2.

For the gap between HOMO and LUMO (spin up / spin down), the calculation gives 9.80 / 6.18 eV. The energy above the lowest of the compared OMol25 structures with the same formula, charge and spin is 0.221 eV. Its highest occupied orbital energy (spin up / spin down) is -16.40 / -16.38 eV. For the strongest force on any atom, the calculation gives 0.8 eV/Å. The net charge is +2. The expectation value of S² is 2.0329. Its spin multiplicity is 3. The total energy comes out at -3545.31351 Ha.

CARTESIAN COORDINATES (ANGSTROEM)
Au1 0.2770 0.0072 -0.1000
C1 -0.6872 5.4944 -0.3712
C2 0.2892 4.3552 -0.4182
C3 1.6580 4.5531 -0.5963
C4 2.5412 3.4825 -0.6355
C5 2.0064 2.2262 -0.4919
Br1 3.0121 0.6308 -0.5356
N1 0.7021 2.0078 -0.3178
C6 -0.1462 3.0465 -0.2809
H1 -0.2027 6.4312 -0.6352
H2 -1.1042 5.6034 0.6308
H3 -1.5112 5.3318 -1.0655
H4 2.0421 5.5590 -0.7120
H5 3.6034 3.6215 -0.7776
H6 -1.1909 2.8042 -0.1442
C7 -2.8804 0.4625 -0.8938
O1 -2.0272 0.0500 0.1934
C8 -2.4943 0.5044 1.4810
C9 -1.6685 -0.1574 2.5578
O2 -0.2932 0.1924 2.4388
C10 0.1050 1.2877 3.2696
H7 -3.8909 0.1041 -0.7024
H8 -2.4950 0.0065 -1.8013
H9 -2.8900 1.5495 -0.9907
H10 -3.5415 0.2100 1.5784
H11 -2.4337 1.5965 1.5270
H12 -1.7346 -1.2420 2.4629
H13 -2.0536 0.1217 3.5406
H14 -0.0808 1.0472 4.3164
H15 -0.4298 2.2045 3.0049
H16 1.1731 1.4295 3.1214
N2 0.7896 -6.4517 -1.0446
C11 0.2644 -5.4742 -0.6203
N3 -0.2809 -4.4519 -0.1287
C12 -0.0172 -3.1938 -0.1474
N4 0.0961 -2.0466 -0.1198



7.
ORCA calculation (wB97M-V/def2-TZVPD) on 2 unconnected molecules or ions with the total composition C12H16BFNO9PS2 at a distorted geometry.

For the gap between HOMO and LUMO, the calculation gives 6.19 eV. Its highest occupied orbital energy is -8.77 eV. For the strongest force on any atom, the calculation gives 2.2 eV/Å. The net charge is 0. The total energy comes out at -2461.31974 Ha.

CARTESIAN COORDINATES (ANGSTROEM)
F1 3.2090 -3.7084 -0.7260
P1 4.3789 -2.9446 0.0135
C1 4.9160 -1.4295 -0.8987
C2 4.0033 -1.1490 -2.1602
C3 2.9291 -0.0732 -1.7764
S1 1.2782 -0.7481 -2.1487
C4 0.6589 -1.4568 -0.6284
S2 1.6544 -1.4375 0.7216
N1 -0.6030 -2.0641 -0.4907
C5 -1.0570 -2.7580 -1.7136
C6 -1.9544 -1.8922 -2.6700
O1 -1.7703 -0.4935 -2.5564
C7 -1.8441 -0.0122 -1.2048
C8 -1.6648 -1.0982 -0.1108
H1 3.9874 -2.6179 1.3358
H2 5.4551 -3.8586 0.0747
H3 5.9486 -1.6444 -1.2559
H4 4.9005 -0.5577 -0.2194
H5 3.5304 -2.0773 -2.5360
H6 4.6672 -0.7143 -2.9355
H7 2.9899 0.2564 -0.7246
H8 3.0375 0.8266 -2.4194
H9 -1.6942 -3.6059 -1.3676
H10 -0.2148 -3.2310 -2.2582
H11 -3.0201 -2.2068 -2.5810
H12 -1.6585 -2.1603 -3.7096
H13 -0.9956 0.7030 -1.0823
H14 -2.7612 0.5880 -1.0360
H15 -1.4108 -0.6040 0.8447
H16 -2.5892 -1.6901 0.0604
B1 -2.6413 3.3766 2.7830
O2 -3.9707 3.8299 2.3221
C9 -4.5667 2.8021 1.7255
O3 -5.6609 2.8294 1.2355
C10 -3.6475 1.6157 1.7667
O4 -3.8693 0.5219 1.3158
O5 -2.5256 1.9553 2.3844
O6 -1.5640 4.1831 2.1746
C11 -0.8723 4.7486 3.1615
O7 0.0737 5.4702 3.0090
C12 -1.4696 4.3338 4.4751
O8 -1.0869 4.6644 5.5620
O9 -2.5052 3.5287 4.2443



8.
ORCA calculation (wB97M-V/def2-TZVPD) on 7 unconnected molecules or ions with the total composition C12H16BrCl12NO4 at a distorted geometry.

For the gap between HOMO and LUMO, the calculation gives 9.76 eV. Its SMILES is NC1=C(CC(=O)Br)C(=O)OC1=O.ClCCl.ClCCl.ClCCl.ClCCl.ClCCl.ClCCl. Its highest occupied orbital energy is -10.44 eV. For the strongest force on any atom, the calculation gives 2.3 eV/Å. The net charge is 0. The total energy comes out at -8918.84781 Ha.

CARTESIAN COORDINATES (ANGSTROEM)
N1 1.2681 -2.5293 1.6090
C1 1.2168 -2.1164 0.2685
C2 2.0246 -2.4704 -0.7343
C3 3.2276 -3.3617 -0.7478
C4 4.3067 -2.8114 0.1903
O1 4.2938 -1.7385 0.6937
Br1 5.8504 -3.9810 0.5392
C5 1.5386 -1.8029 -1.9984
O2 2.0933 -1.4862 -2.9943
O3 0.1685 -1.6124 -1.7158
C6 0.2363 -1.1573 -0.4003
O4 -0.3071 -0.1980 0.0398
H1 1.9409 -1.9904 2.1428
H2 1.5504 -3.5021 1.5948
H3 3.0295 -4.3815 -0.4446
H4 3.6473 -3.2958 -1.7427
C7 1.4844 2.9804 0.4629
Cl1 0.8622 4.5869 0.8663
Cl2 2.4311 3.0024 -1.0289
H5 2.1186 2.6406 1.2735
H6 0.6466 2.3038 0.3351
C8 -1.9567 7.3060 1.6752
Cl3 -2.3706 6.8438 3.3310
Cl4 -3.3842 7.3479 0.6347
H7 -1.5064 8.2917 1.6921
H8 -1.2567 6.5806 1.2782
C9 3.2745 -6.3422 -3.5068
Cl5 3.2996 -5.4384 -5.0219
Cl6 4.2943 -5.5749 -2.2757
H9 2.2549 -6.3795 -3.1391
H10 3.6427 -7.3449 -3.6894
C10 -0.2534 9.6811 5.2758
Cl7 0.3867 11.0341 6.2144
Cl8 0.3758 9.6770 3.6233
H11 0.0334 8.7541 5.7582
H12 -1.3333 9.7628 5.2357
C11 -2.7395 -3.1712 -1.6514
Cl9 -1.5991 -4.5201 -1.7585
Cl10 -3.4865 -3.0793 -0.0527
H13 -2.2046 -2.2476 -1.8415
H14 -3.5209 -3.3112 -2.3907
C12 -7.1171 -2.8220 -1.4285
Cl11 -8.4684 -3.9570 -1.3711
Cl12 -5.8481 -3.3725 -2.5304
H15 -7.4813 -1.8609 -1.7719
H16 -6.6935 -2.7297 -0.4347